Record 1
One molecule with the formula C24H29N7O2S at a distorted geometry, computed with wB97M-V/def2-TZVPD.

Geometry as ORCA input:
```
! wB97M-V def2-TZVPD RIJCOSX def2/J DEFGRID3
* xyz 0 1
C -4.979 0.827 -2.418
C -4.370 1.952 -2.064
C -3.303 2.187 -1.030
N -2.892 0.799 -0.584
C -1.900 -0.039 -1.288
S -0.938 0.846 -2.258
C 0.334 -0.506 -2.449
C 1.058 -0.338 -0.958
N 1.841 0.770 -0.706
C 2.368 0.400 0.586
N 3.079 1.239 1.407
C 3.439 2.464 0.742
C 4.451 2.344 -0.447
C 5.733 1.899 -0.197
C 6.971 1.845 -1.305
C 3.620 0.821 2.446
O 4.514 1.281 3.241
N 3.384 -0.568 2.689
C 2.639 -1.532 1.819
O 2.430 -2.635 2.694
C 2.113 -0.782 0.540
N 1.379 -1.409 -0.223
C 0.755 -2.949 -0.251
C 1.453 -3.712 -1.081
C 0.961 -5.111 -1.144
N -1.881 -1.146 -0.568
N -2.886 -1.309 0.465
C -3.496 -0.046 0.219
C -4.669 0.207 1.116
C -4.657 1.285 1.984
C -5.852 1.736 2.829
C -6.916 0.696 2.756
C -6.701 -0.738 1.987
C -5.609 -0.681 1.319
H -5.744 0.802 -3.169
H -4.661 -0.128 -2.201
H -4.803 2.839 -2.533
H -2.594 2.774 -1.383
H -3.734 2.625 0.143
H 0.977 -0.339 -3.296
H -0.204 -1.451 -2.417
H 4.049 2.944 1.660
H 2.719 2.923 0.535
H 4.691 3.560 -0.843
H 4.216 2.010 -1.398
H 5.546 0.858 0.196
H 6.293 2.388 0.697
H 7.840 1.327 -0.989
H 7.145 2.798 -1.522
H 6.432 1.495 -2.268
H 3.838 -0.839 3.760
H -0.270 -2.535 -0.574
H 0.844 -2.957 0.804
H 1.514 -3.383 -2.223
H 2.535 -3.798 -0.845
H 0.958 -5.396 -0.269
H -0.138 -5.059 -1.678
H 1.517 -5.679 -1.866
H -3.783 2.155 1.928
H -5.886 2.375 3.498
H -7.632 0.604 3.547
H -7.580 -1.327 2.273
H -5.556 -1.684 0.564
*
```

## Properties
LUMO level   0.19 eV
Relative energy (zero: lowest compared OMol25 entry of this formula, charge and spin)   2063.7 kJ/mol
E_tot   -50700.1938 eV
Gap between HOMO and LUMO   8.5 eV
M   479.6 g mol⁻¹
SMILES   C=CCn1c(SC[C@@]23N=C4N(CCCC)C(=O)NC(=O)[C@]42N3CCC)nnc1-c1ccccc1
E_HOMO   -8.3539 eV

=====

Record 2
C24H30AsClN6OReS6 as an isolated structure at a distorted geometry, computed with wB97M-V/def2-TZVPD.

Geometry as ORCA input:
```
! wB97M-V def2-TZVPD RIJCOSX def2/J DEFGRID3
* xyz 3 1
Re -1.537 -1.730 3.080
C -3.408 3.233 0.807
S -4.261 1.855 1.605
C -2.988 0.926 2.234
S -3.515 -0.499 3.159
N -1.729 1.219 2.168
N -0.908 0.284 2.697
C 0.320 0.602 2.922
C 1.178 -0.486 3.319
C 2.530 -0.374 3.592
C 3.261 -1.521 3.858
C 2.617 -2.755 3.855
C 1.257 -2.805 3.622
N 0.547 -1.694 3.347
H -4.096 4.075 0.854
H -3.218 2.970 -0.230
H -2.483 3.458 1.330
H 0.668 1.617 2.769
H 2.995 0.604 3.602
H 4.321 -1.460 4.068
H 3.158 -3.672 4.044
H 0.722 -3.746 3.642
S -2.887 -2.587 6.395
As -3.629 -4.127 4.915
S -2.545 -3.881 3.069
S -1.393 -1.690 5.450
S -5.017 -5.503 5.295
C 2.225 -2.103 -4.219
C 1.918 -0.948 -3.248
C 2.534 0.327 -3.843
C 2.611 -1.290 -1.919
C 0.360 -0.788 -3.117
O -0.254 -0.909 -4.394
C -0.148 0.572 -2.565
C 0.456 1.245 -1.334
C 0.102 2.712 -1.168
C 0.530 3.361 -0.010
C 0.283 4.703 0.213
C -0.416 5.435 -0.740
Cl -0.751 7.099 -0.471
C -0.837 4.818 -1.906
C -0.577 3.468 -2.115
C -0.245 -2.034 -2.409
N -0.948 -1.850 -1.133
C -0.469 -1.783 0.090
N -1.492 -1.850 0.963
C -2.607 -1.942 0.154
N -2.300 -1.933 -1.104
H 3.304 -2.260 -4.256
H 1.885 -1.878 -5.227
H 1.765 -3.047 -3.920
H 3.581 0.138 -4.083
H 2.506 1.180 -3.164
H 2.051 0.617 -4.778
H 3.687 -1.338 -2.093
H 2.318 -2.274 -1.542
H 2.451 -0.554 -1.133
H 0.136 -0.285 -5.018
H -1.230 0.459 -2.431
H -0.026 1.255 -3.404
H 1.541 1.202 -1.386
H 0.171 0.722 -0.411
H 1.102 2.798 0.721
H 0.638 5.199 1.107
H -1.364 5.394 -2.655
H -0.918 3.025 -3.041
H 0.508 -2.798 -2.250
H -0.999 -2.429 -3.084
H 0.579 -1.728 0.339
H -3.621 -2.020 0.510
*
```

## Properties
LUMO level (spin up / spin down)   -12.38 / -11.76 eV
E_tot   -176839.1511 eV
Gap between HOMO and LUMO (spin up / spin down)   2.4 / 3.0 eV
M   907.5 g mol⁻¹
E_HOMO (spin up / spin down)   -14.8021 / -14.8024 eV

=====

Record 3
A 4-piece molecular cluster, C24H30BN5O6PS2 overall at a distorted geometry, computed with wB97M-V/def2-TZVPD.

Geometry as ORCA input:
```
! wB97M-V def2-TZVPD RIJCOSX def2/J DEFGRID3
* xyz 1 1
C 7.391 0.833 1.399
C 6.052 1.580 1.679
S 6.203 3.330 1.166
C 4.478 3.942 1.318
C 3.511 3.018 0.607
N 3.895 2.616 -0.594
C 3.157 1.804 -1.349
C 1.969 1.333 -0.887
O 1.226 0.527 -1.677
C 1.538 1.705 0.396
C 0.225 1.130 0.899
O -0.611 1.759 1.476
O 0.011 -0.246 0.645
P 0.985 -1.281 1.472
O 1.601 -0.547 2.746
O 2.263 -1.750 0.601
S -0.034 -2.823 1.970
C 2.319 2.585 1.144
B 1.785 3.063 2.593
N 1.543 4.515 2.800
O 1.515 2.202 3.584
H 7.225 0.101 0.608
H 7.697 0.327 2.315
H 8.179 1.526 1.095
H 5.808 1.548 2.742
H 5.277 1.075 1.094
H 4.277 4.010 2.388
H 4.405 4.945 0.882
H 4.794 2.917 -0.970
H 3.500 1.511 -2.335
H 1.667 -0.313 -1.859
H 2.420 -1.003 2.994
H 1.989 -2.176 -0.224
H 2.461 4.951 2.702
H 1.031 4.818 1.967
H 0.773 2.604 4.069
N -0.989 -3.431 -1.458
C -1.552 -4.381 -2.203
C -1.784 -4.257 -3.567
C -1.416 -3.078 -4.190
C -0.832 -2.075 -3.431
C -0.642 -2.305 -2.078
H -1.827 -5.285 -1.673
H -2.244 -5.066 -4.122
H -1.582 -2.940 -5.251
H -0.532 -1.135 -3.880
H -0.190 -1.549 -1.444
N -1.753 4.439 3.116
C -1.719 5.637 3.700
C -2.846 6.404 3.950
C -4.079 5.902 3.568
C -4.136 4.660 2.958
C -2.950 3.972 2.757
H -0.731 5.990 3.979
H -2.759 7.369 4.430
H -4.983 6.471 3.744
H -5.079 4.233 2.645
H -2.947 2.994 2.287
N -4.412 -6.816 -4.404
C -5.451 -6.079 -4.799
C -6.761 -6.328 -4.423
C -7.010 -7.407 -3.590
C -5.946 -8.186 -3.169
C -4.673 -7.848 -3.601
H -5.209 -5.248 -5.452
H -7.564 -5.695 -4.773
H -8.020 -7.636 -3.274
H -6.098 -9.037 -2.519
H -3.810 -8.429 -3.294
*
```

## Properties
LUMO level   -4.85 eV
E_tot   -76743.0580 eV
Gap between HOMO and LUMO   6.0 eV
M   590.5 g mol⁻¹
E_HOMO   -10.8554 eV

=====

Record 4
C24H30BrF7GaO21 as an isolated structure at a distorted geometry, computed with wB97M-V/def2-TZVPD.

Geometry as ORCA input:
```
! wB97M-V def2-TZVPD RIJCOSX def2/J DEFGRID3
* xyz -1 1
C 4.321 -1.114 -2.167
C 3.527 -0.120 -2.986
C 2.154 0.101 -2.357
Ga 1.107 -1.690 -2.350
Br 2.272 1.054 -0.627
H 5.372 -1.109 -2.430
H 4.258 -0.866 -1.119
H 3.938 -2.108 -2.310
H 4.031 0.835 -3.077
H 3.313 -0.538 -3.955
H 1.626 0.773 -3.017
H -0.430 -1.444 -2.758
H 1.208 -2.523 -0.991
H 1.756 -2.582 -3.528
C -4.240 -3.519 -0.001
C -2.885 -3.084 0.494
O -2.034 -3.405 -0.588
C -2.802 -3.324 -1.725
O -2.390 -3.270 -2.819
O -4.127 -3.307 -1.405
F -2.494 -3.804 1.597
H -4.419 -4.578 0.197
H -5.052 -2.932 0.418
H -2.807 -2.027 0.712
C -1.575 2.440 0.285
C -1.974 2.613 -1.156
O -2.801 1.473 -1.383
C -3.361 1.157 -0.202
O -4.296 0.438 -0.071
O -2.733 1.766 0.824
F -0.903 2.557 -1.964
H -0.694 1.804 0.389
H -1.396 3.376 0.791
H -2.546 3.517 -1.369
C 0.837 -3.717 1.576
C 0.669 -3.610 3.070
O 2.006 -3.601 3.534
C 2.764 -3.061 2.529
O 3.870 -2.673 2.676
O 2.080 -3.029 1.373
F 0.025 -4.690 3.600
H 0.936 -4.751 1.245
H 0.036 -3.247 1.018
H 0.166 -2.700 3.403
C -0.790 3.658 -6.764
C -0.254 2.511 -5.938
O -0.255 3.060 -4.633
C -1.242 3.988 -4.583
O -1.683 4.440 -3.590
O -1.658 4.318 -5.835
F 1.013 2.189 -6.292
H 0.005 4.340 -7.069
H -1.337 3.331 -7.644
H -0.871 1.611 -5.950
C 6.089 -6.274 -2.260
C 6.439 -4.877 -2.720
O 5.222 -4.420 -3.263
C 4.211 -5.066 -2.601
O 3.090 -4.741 -2.610
O 4.710 -6.140 -1.915
F 7.391 -4.892 -3.696
H 6.197 -7.002 -3.066
H 6.674 -6.600 -1.403
H 6.754 -4.203 -1.922
C -2.772 5.642 3.359
C -1.791 6.590 4.003
O -0.546 6.003 3.680
C -0.712 5.325 2.507
O 0.164 4.937 1.829
O -2.033 5.164 2.226
F -1.930 6.625 5.355
H -3.020 4.801 4.006
H -3.690 6.132 3.047
H -1.824 7.609 3.615
C -2.419 1.167 6.939
C -1.993 2.549 6.507
O -3.197 3.086 5.979
C -4.226 2.479 6.640
O -5.337 2.865 6.642
O -3.791 1.380 7.298
F -1.061 2.505 5.526
H -2.361 0.450 6.120
H -1.849 0.790 7.783
H -1.634 3.188 7.315
*
```

## Properties
LUMO level   1.80 eV
E_tot   -209813.3536 eV
Gap between HOMO and LUMO   6.3 eV
M   937.1 g mol⁻¹
E_HOMO   -4.4641 eV